a.
ORCA calculation (wB97M-V/def2-TZVPD) on a cluster of 2 separate species, C3H9NO2 in total.

Calculated values
* LUMO level (alpha / beta): -3.91 / -9.18 eV
* HOMO (alpha / beta): -14.125 / -14.115 eV
* HOMO-LUMO gap (alpha / beta): 10.21 / 4.93 eV
* <S²>: 0.754

```
! RIJCOSX wB97M-V def2-TZVPD def2/J DEFGRID3
* xyz 1 2
H 0.73612 0.56516 0.42416
H 0.93051 -0.80706 1.43128
H 0.48090 0.27879 -2.20188
H 0.63017 -1.85068 -2.55531
C -0.18713 0.76139 2.30534
C -0.36566 -1.52978 -2.17051
H 1.96022 0.85679 1.63403
H -1.15151 -1.55804 -3.01562
H -1.12367 2.61879 2.07876
H -0.59533 -2.13444 -1.28161
C 0.93195 0.25152 1.47306
O -0.75456 0.29541 3.16742
N -0.41893 -0.07103 -1.90993
H -0.80207 0.30695 -1.06469
O -0.27100 2.01624 1.68551
*
```



b.
ORCA calculation (wB97M-V/def2-TZVPD) on a cluster of 2 separate species, C3H9NO2 in total.

Calculated values
* LUMO level (alpha / beta): -3.84 / -9.81 eV
* HOMO (alpha / beta): -14.635 / -14.560 eV
* HOMO-LUMO gap (alpha / beta): 10.79 / 4.75 eV
* <S²>: 0.754

```
! RIJCOSX wB97M-V def2-TZVPD def2/J DEFGRID3
* xyz 1 2
H -0.62099 1.69126 3.15668
O -0.06017 -1.68237 -0.85275
C 0.39750 -0.73268 -1.42629
H 0.69563 -0.19420 2.81968
C 0.40786 -0.53150 -2.89516
H 0.70113 -1.45606 -3.38964
C -0.84031 1.12790 2.25582
H -0.66488 -0.52319 -3.12141
H -1.03398 1.71081 1.34740
H 0.79634 -0.09632 0.19002
H -1.79021 0.58589 2.42453
O 1.04337 0.20363 -0.68826
N 0.22274 0.19659 1.99438
H -0.13417 -0.64256 1.50536
H 0.88015 0.34280 -3.32036
*
```



c.
ORCA calculation (wB97M-V/def2-TZVPD) on a structure of composition C3H9NO2.

Calculated values
* LUMO level (alpha / beta): -3.59 / -8.97 eV
* HOMO (alpha / beta): -15.547 / -15.489 eV
* HOMO-LUMO gap (alpha / beta): 11.96 / 6.51 eV
* <S²>: 0.756

```
! RIJCOSX wB97M-V def2-TZVPD def2/J DEFGRID3
* xyz 1 2
H 0.80803 -2.41249 -0.21271
C -0.69526 2.53270 1.87812
H 1.53369 -0.80740 -2.06476
C 0.93123 -1.60796 -2.22737
O -1.17349 0.23825 2.17904
H -0.67238 3.17925 0.98290
C -0.56687 1.02252 1.51542
H 0.24879 -1.11129 -2.94974
H 0.02807 2.92262 2.55541
H -0.56987 -2.37606 -1.05851
O 0.04425 0.68912 0.37815
N 0.20453 -1.87014 -0.85383
H -0.02427 -0.50646 -0.08317
H -1.62800 2.63381 2.45617
H 1.53153 -2.52646 -2.49512
*
```



Stability ranking, top and bottom: b is the most stable and a is the least stable.



a.
ORCA calculation (wB97M-V/def2-TZVPD) on a cluster of 2 separate species, C3H9NO2 in total.

Calculated values
* LUMO level (alpha / beta): -4.64 / -9.12 eV
* HOMO (alpha / beta): -13.744 / -13.744 eV
* HOMO-LUMO gap (alpha / beta): 9.11 / 4.62 eV
* <S²>: 0.755

```
! RIJCOSX wB97M-V def2-TZVPD def2/J DEFGRID3
* xyz 1 2
C -1.76933 -1.66636 -0.49885
O 5.24402 1.31237 -0.27974
H -2.84757 -1.70371 -0.66244
H 5.47768 1.10150 0.62435
H -0.68881 2.10707 -0.65266
O -0.09297 0.94680 1.43190
H 5.52996 2.21130 -0.45689
H -0.74983 -1.42039 1.40138
C -0.68948 0.46745 0.45415
H -1.37672 -1.29226 -1.44012
H -1.45676 -2.69164 -0.31266
H -2.27931 -0.65542 1.38367
C -1.41259 -0.86076 0.75599
N -1.01158 1.14969 -0.62304
H -1.87673 0.99436 -1.12504
*
```



b.
ORCA calculation (wB97M-V/def2-TZVPD) on the ion C3H9NO2 with charge +1.

Calculated values
* LUMO level (alpha / beta): -3.40 / -8.08 eV
* HOMO (alpha / beta): -14.891 / -14.881 eV
* HOMO-LUMO gap (alpha / beta): 11.49 / 6.80 eV
* <S²>: 0.754

```
! RIJCOSX wB97M-V def2-TZVPD def2/J DEFGRID3
* xyz 1 2
H 2.22379 -1.10347 -0.95507
H 2.64009 -0.08859 1.01052
H 0.55688 0.93293 1.32795
O -2.64345 0.61909 -0.83165
O 1.92823 -1.59707 -0.18021
H -0.48802 -1.14154 -0.49958
H 1.50355 -1.28062 1.78000
C -0.62844 -0.21640 0.07238
H -1.25933 -0.46362 0.94631
H -0.97543 1.84445 -0.49066
C -1.26406 0.85188 -0.81918
H -3.10990 1.43696 -1.04389
N 0.62284 0.17610 0.64806
H -0.86260 0.75705 -1.83318
C 1.75588 -0.72714 0.86820
*
```



Stability ranking, top and bottom: a is the most stable and b is the least stable.



a.
ORCA calculation (wB97M-V/def2-TZVPD) on an isolated molecule of C23H32N4O2.

Calculated values
* LUMO level: -0.08 eV
* HOMO: -7.274 eV
* HOMO-LUMO gap: 7.20 eV
* SMILES: CCCCN(CC)CCCNC(=O)c1cc2c(=O)n(C)c3ccccc3c2n1C

```
! RIJCOSX wB97M-V def2-TZVPD def2/J DEFGRID3
* xyz 0 1
C 2.34100 -0.72384 -3.37650
C -5.04071 -1.71251 -0.05116
H 3.78452 1.27096 -1.54513
O 0.51361 -3.61810 0.36217
H -3.47731 3.86032 0.25467
H 3.30508 -1.03636 -3.34152
C 2.84388 1.00472 -0.85656
C -4.06509 -0.53565 0.08503
H 2.91041 -3.33328 0.66479
H 4.85102 -0.63233 -0.77215
H -4.82740 3.27071 0.88279
C -0.69198 -1.41844 0.80161
C -4.49640 0.89407 0.04392
C 3.45893 1.82828 0.39195
H -7.95293 0.12231 -0.48115
H 3.12077 3.54864 2.35967
H 3.79080 -2.05532 -1.06101
C -6.31984 -1.40553 -0.09726
C -6.82088 -0.26834 -0.27710
H -1.37774 -3.95663 0.55212
H -4.60177 -2.81481 0.22867
H 1.68572 -0.76883 1.37698
H 0.46492 0.35565 0.72258
H 3.04323 -2.77412 2.42660
C -2.66662 -0.63918 0.08512
C 3.40791 3.25197 0.32310
H 1.66372 -2.09951 -1.74543
N 2.59239 -0.46743 -0.63429
H 3.87624 3.53083 -0.56004
N 1.76315 -1.74994 1.27465
C 0.54263 -2.38691 0.90257
C 3.88107 -1.13420 -0.70254
C -1.89932 0.36473 0.58177
C 2.91341 -2.55435 1.43817
C 3.75486 3.91971 1.70987
H -6.33762 1.76739 -0.26941
H -3.03080 -3.55075 1.38565
H 4.08539 -0.63422 1.48774
H -4.75929 3.21438 -1.01522
C -2.30799 1.68796 0.54085
C -5.93991 0.84113 -0.18725
C 1.81449 -0.84519 -1.98097
H 0.90064 -0.24910 -1.76995
H 4.36455 1.39414 0.66942
C -4.30943 3.24561 0.02561
C -0.52981 -0.02099 0.67026
N -3.65059 1.77764 -0.10041
O -1.61306 2.70265 0.34004
H 2.15440 3.58239 0.14948
H 3.69440 5.09928 1.55822
H 1.60783 -1.13010 -4.08236
H -2.78125 -3.34239 -0.53967
H 1.99839 1.63555 -1.02373
H 4.87135 3.61866 2.16094
C 4.08735 -1.71497 0.94173
H 2.54421 0.24784 -3.57726
H 2.64066 1.23181 1.05149
C -2.28894 -3.47349 0.42552
H 5.20022 -1.99928 0.89518
N -1.79594 -1.88967 0.45017
H -6.89055 -2.33353 -0.17306
*
```



b.
ORCA calculation (wB97M-V/def2-TZVPD) on an isolated molecule of C23H32N4O2.

Calculated values
* LUMO level: 0.36 eV
* HOMO: -9.304 eV
* HOMO-LUMO gap: 9.66 eV
* SMILES: CCCCCCC(CC(=O)NCc1cccnc1)CC(=O)NCc1cccnc1

```
! RIJCOSX wB97M-V def2-TZVPD def2/J DEFGRID3
* xyz 0 1
H -2.90219 -0.46011 2.61847
C 2.36665 2.75740 0.13340
H -3.97297 1.42809 1.44578
H 1.27147 3.61023 -1.36443
H -4.89902 1.83330 2.88445
C 3.10634 2.99292 -2.19334
C 0.22182 1.63274 0.66718
C 2.19295 -5.93590 -0.77962
N 0.29135 -1.38090 -0.34172
C -3.94190 1.43289 2.53711
H 1.07463 -1.03191 -0.87533
C 1.77853 -3.72205 -1.55026
N 1.05219 -5.97612 -0.11403
H 0.59903 3.76734 0.82610
H -2.88492 2.43723 4.11042
C -0.35480 -2.56763 -0.86093
H 3.54784 -4.84027 -2.03706
H 2.80079 -6.82933 -0.71942
C -5.00719 -0.84613 2.67703
H -1.58826 2.79318 0.66343
H 2.03267 2.74532 -4.74198
H 1.43635 2.78752 2.04992
C 2.62015 1.76841 -2.92199
H 0.82942 0.41598 2.34420
H -5.13412 -0.87972 1.59676
H 1.08671 0.65830 -5.72160
H 1.11578 -1.42260 -4.34145
C 2.05572 1.81606 -4.18971
H -1.83228 1.04754 0.73298
H -5.91485 -0.43323 3.11458
H 0.19905 1.52179 -0.42750
H -1.22148 -2.76211 -0.22476
C 1.13242 2.83267 1.00525
C -1.22602 1.86695 1.12004
C -1.41857 1.94461 2.63256
H -1.21133 0.97060 3.07179
H -0.71820 2.66816 3.05585
C 1.52391 0.65767 -4.73550
C 2.62356 0.53968 -2.26653
H -3.68005 0.01432 4.13119
H 2.06369 -2.83977 -2.10662
N 2.19201 3.29019 -1.10569
O 3.40655 2.23580 0.47467
H -4.88371 -1.86439 3.03744
H 3.17013 3.85392 -2.86252
C 2.60524 -4.83217 -1.51133
C -0.00806 -0.87036 0.87156
H -0.64948 -4.98897 0.41770
C 0.81808 0.34541 1.25705
O -0.89387 -1.31693 1.57301
N 2.08508 -0.55842 -2.76635
C 1.54600 -0.49986 -3.97496
H -3.02826 3.37280 2.62325
C -3.79396 -0.00008 3.04470
C 0.57306 -3.75417 -0.85582
C -2.83521 2.37174 3.02061
H 1.84570 0.22915 0.91077
H 3.07736 0.44650 -1.28841
H -0.69317 -2.36625 -1.88460
C 0.26974 -4.91253 -0.14886
H 4.08193 2.80553 -1.73698
*
```



Stability ranking, top and bottom: b is the most stable and a is the least stable.



a.
ORCA calculation (wB97M-V/def2-TZVPD) on the ion C2H6O3P with charge -1.

Calculated values
* LUMO level: 4.13 eV
* HOMO: -2.916 eV
* HOMO-LUMO gap: 7.05 eV
* SMILES: COOP(C)[O-]

```
! RIJCOSX wB97M-V def2-TZVPD def2/J DEFGRID3
* xyz -1 1
P -0.34137 -1.49876 0.33735
H 0.82614 1.67339 0.06906
H 0.85765 0.58699 1.54654
O -1.49480 -2.44636 0.13252
H 0.78779 -1.78363 -1.85044
H -0.51034 -0.56726 -2.15548
H 1.02946 -0.09698 -1.26694
O -1.37212 -0.07717 0.77683
C 0.24905 -0.90540 -1.42185
O -0.93877 1.33764 0.91049
H 0.54723 2.28824 1.80909
C 0.36008 1.48929 1.11283
*
```



b.
ORCA calculation (wB97M-V/def2-TZVPD) on the ion C2H6O3P with charge -1.

Calculated values
* LUMO level: 4.25 eV
* HOMO: -3.418 eV
* HOMO-LUMO gap: 7.66 eV
* SMILES: CC(=O)[PH2]([O-])O

```
! RIJCOSX wB97M-V def2-TZVPD def2/J DEFGRID3
* xyz -1 1
H 1.81812 -1.11196 0.73064
O -1.17562 -1.30603 0.63170
H 0.66273 1.62824 -1.38670
P 0.48654 -1.21932 0.22257
C -0.27859 1.57977 -0.86856
H -0.63533 2.71065 -0.75665
O 0.05045 1.40274 1.44506
O 0.51580 -1.49123 -1.19289
C 0.04170 0.83004 0.38680
H 0.52312 -2.58013 0.75540
H -1.00016 -1.42193 1.49954
H -1.00875 0.97915 -1.46689
*
```



Stability ranking, top and bottom: b is the most stable and a is the least stable.